{
  "formula": "C4H6",
  "method": "wB97M-V/def2-TZVPD",
  "e_tot_ha": -155.82289,
  "relative_energy_ev": 3.804,
  "homo_energy_ev": [-7.89, -8.53],
  "lumo_ev": [-0.51, -0.49],
  "homo_lumo_gap_ev": [7.38, 8.04],
  "elements": ["C", "C", "C", "C", "H", "H", "H", "H", "H", "H"],
  "positions_angstrom": [[-0.76204, -0.97236, 0.68824], [0.27213, 0.08871, 0.63798], [0.53238, 0.88758, -0.44517], [-0.01987, 1.64472, -1.44118], [-0.40253, -1.85738, 0.13986], [-1.67430, -0.63150, 0.18980], [-0.96138, -1.28719, 1.71456], [1.02862, 0.09973, 1.42478], [1.62482, 0.70477, -0.43040], [0.55617, 1.61074, -2.38241]],
  "forces_ev_per_angstrom": [[-0.2, 0.0, 0.1], [-0.3, -0.4, 0.5], [0.1, 0.2, -0.6], [0.5, -0.9, 0.4], [-0.1, 0.2, 0.1], [0.0, -0.1, 0.1], [-0.1, 0.0, -0.1], [-0.1, -0.2, -0.2], [0.4, 1.0, -0.5], [-0.2, 0.1, 0.2]]
}